(1)
ORCA calculation (the ωB97M-V functional and the def2-TZVPD basis) on a structure of composition C31H37NNaO4S2Sb at a distorted geometry.

Each line ends with the Mulliken charge.
Positions of all 77 atoms, in Å:
Na -0.4156 -0.7085 -0.2737  0.691
S 3.0152 0.5641 -0.2197  -0.515
C 2.1058 1.9716 -0.0361  0.215
C 2.7302 3.2409 0.0483  -0.798
C 1.9564 4.3651 0.1363  -0.153
C 0.5661 4.2347 0.1798  -0.852
C 0.0408 2.9555 0.1300  -0.171
N 0.7646 1.8597 0.0117  -0.113
H 3.8105 3.2932 0.0351  0.359
H 2.4155 5.3496 0.1722  0.353
H -0.0724 5.1031 0.2653  0.412
H -1.0248 2.7804 0.1826  0.460
C -3.5103 -2.0771 0.5580  -0.452
S -3.0628 -0.4134 -0.0261  1.109
O -4.3225 0.2198 -0.3903  -0.782
O -2.1720 -0.6193 -1.1712  -0.856
O -2.3807 0.2640 1.0770  -0.511
H -3.8973 -2.6309 -0.2888  0.412
H -4.2682 -1.9732 1.3235  0.287
H -2.6108 -2.5352 0.9449  -0.237
C 0.2586 0.1039 6.1240  -1.333
C 1.5715 -0.1900 5.4580  0.868
C 2.7106 -0.2855 6.2490  -0.717
C 3.9550 -0.5133 5.6906  -0.633
C 4.0652 -0.6543 4.3198  -0.840
C 2.9266 -0.5860 3.5341  -0.473
C 1.6697 -0.3554 4.0736  0.555
Sb 0.0260 -0.2256 2.5652  -0.813
C -1.2564 -1.5820 3.6986  0.849
C -2.6267 -1.3875 3.6313  -1.151
C -3.5259 -2.2696 4.2058  -1.297
C -3.0549 -3.4095 4.8330  -0.811
C -1.6937 -3.6545 4.8460  -0.585
C -0.7886 -2.7647 4.2805  1.940
C 0.6625 -3.1317 4.2906  -1.546
C -0.1870 1.8043 3.4878  1.211
C 1.0031 2.4972 3.3016  -0.445
C 1.1605 3.8197 3.6707  -0.869
C 0.1059 4.4884 4.2634  -0.841
C -1.0909 3.8219 4.4545  -0.764
C -1.2571 2.5004 4.0513  1.115
C -2.5986 1.8536 4.2165  -1.046
H 0.3253 -0.0476 7.2033  0.454
H -0.5319 -0.5301 5.7248  0.144
H -0.0164 1.1418 5.9347  0.221
H 2.6242 -0.1736 7.3263  0.352
H 4.8317 -0.5746 6.3262  0.338
H 5.0354 -0.8117 3.8663  0.416
H 3.0175 -0.7101 2.4633  0.295
H -2.9968 -0.5495 3.0667  0.993
H -4.5929 -2.0848 4.1451  0.433
H -3.7392 -4.1176 5.2873  0.338
H -1.3246 -4.5786 5.2823  0.327
H 0.7856 -4.2025 4.4593  0.563
H 1.2066 -2.6033 5.0716  0.230
H 1.1035 -2.8616 3.3351  -0.065
H 1.8392 1.9833 2.8465  0.342
H 2.0980 4.3302 3.4878  0.442
H 0.2088 5.5238 4.5693  0.319
H -1.9196 4.3483 4.9205  0.333
H -3.3050 2.5241 4.7108  0.406
H -2.5183 0.9362 4.7980  0.123
H -2.9821 1.5976 3.2293  0.092
C -0.6617 -3.9107 -1.0151  -1.643
C 0.1218 -3.5689 0.2833  1.056
C -0.1353 -4.7243 1.2915  -1.564
C 1.6272 -3.5862 -0.0841  -1.637
O -0.2566 -2.3655 0.7876  0.474
H -0.2503 -4.7959 -1.5049  0.464
H -0.6060 -3.0577 -1.6927  0.352
H -1.7041 -4.0970 -0.7683  0.285
H -0.0955 -5.7023 0.8095  0.482
H -1.1133 -4.5898 1.7511  0.228
H 0.6176 -4.6979 2.0715  0.254
H 1.9189 -4.5486 -0.5105  0.370
H 2.2316 -3.3913 0.7984  0.230
H 1.8193 -2.7868 -0.7984  0.322

Results
Kohn-Sham gap ... 5.3 eV
Charge ... -2
Energy ... -2758.2070 a.u.
HOMO level ... -1.44 eV

=====

(2)
ORCA calculation (the ωB97M-V functional and the def2-TZVPD basis) on a structure of composition C31H38AsBi at a distorted geometry.

Each line ends with the Mulliken charge.
Positions of all 71 atoms, in Å:
C 1.6619 2.3630 -2.2809  -0.845
H 2.4997 2.8657 -1.7706  0.458
H 2.0233 1.9376 -3.2445  0.423
H 1.8303 0.7044 -1.2060  0.075
C 0.4514 3.3430 -2.3672  -0.184
H -0.5406 2.7982 -2.5169  0.213
H 0.3441 3.8400 -1.3905  0.443
C 0.6039 4.3232 -3.5336  -1.389
H -0.3392 4.8490 -3.6506  0.408
H 1.4048 4.9933 -3.2462  0.370
H 0.8448 3.7919 -4.4515  0.333
C -1.0132 -2.4000 -1.4761  1.028
C -1.6762 -1.5929 -2.4466  0.359
C -0.7046 -1.1771 -3.4108  0.115
C 0.5687 -1.7439 -3.0348  0.676
C 0.3855 -2.4933 -1.8495  0.577
C 1.3794 -3.3163 -1.1457  -1.558
C 1.7953 -1.6695 -3.8356  -1.693
C -0.9835 -0.5465 -4.7067  -1.402
C -3.1239 -1.3235 -2.4740  -1.677
C -1.6482 -3.1367 -0.3872  -1.159
Bi 0.0719 0.9458 -1.4090  0.875
H 2.6983 -1.9421 -3.2544  0.396
H 1.7400 -2.3913 -4.6836  0.368
H 1.9891 -0.6786 -4.2970  0.290
H 2.3970 -3.0582 -1.4739  0.351
H 1.3386 -3.1960 -0.0436  0.355
H 1.2132 -4.3937 -1.3601  0.349
H -2.4887 -2.5706 0.0629  0.261
H -2.0666 -4.1030 -0.7464  0.393
H -0.9455 -3.3704 0.4333  0.348
H -3.3511 -0.4684 -3.1230  0.377
H -3.6777 -2.1926 -2.8676  0.351
H -3.5305 -1.1099 -1.4745  0.273
H -0.2024 0.1542 -5.0319  0.334
H -1.0692 -1.3087 -5.5011  0.358
H -1.9301 0.0082 -4.6980  0.401
C -0.2743 4.3913 3.9031  -0.592
C 0.7145 4.2567 2.8883  -0.735
C 0.7803 3.0619 2.1432  -0.589
C -0.1229 2.0462 2.4243  0.477
C -1.1085 2.1560 3.4218  -0.265
C -1.1567 3.3523 4.1585  -0.608
As -0.0203 0.3796 1.3169  0.886
C 1.6763 -0.3381 1.9986  0.838
C 2.6601 -0.7362 1.1037  0.066
C 3.9582 -1.0502 1.5526  -0.868
C 4.2356 -0.9898 2.9392  -0.534
C 3.2474 -0.6277 3.8288  -0.697
C 1.9461 -0.2894 3.3916  -0.420
C -1.4934 -0.6450 2.0260  0.444
C -1.2887 -1.7227 2.8930  -0.617
C -2.3774 -2.4375 3.3952  -0.627
C -3.6743 -2.1096 3.0179  -0.465
C -3.8962 -1.0497 2.1206  -0.696
C -2.8040 -0.3347 1.6169  -0.574
H -0.3131 5.3013 4.4710  0.427
H 1.4046 5.0365 2.6897  0.469
H 1.5340 2.9238 1.3688  0.492
H -1.7746 1.3244 3.5881  0.467
H -1.9080 3.4363 4.9392  0.425
H 2.4340 -0.7739 0.0281  -0.192
H 4.7311 -1.3445 0.8443  0.437
H 5.2431 -1.2379 3.2891  0.407
H 3.4430 -0.5942 4.9195  0.383
H 1.1769 0.0177 4.0693  0.578
H -0.2633 -1.9784 3.1905  0.411
H -2.2131 -3.2675 4.1387  0.374
H -4.5517 -2.6438 3.4486  0.406
H -4.9318 -0.7518 1.8402  0.408
H -2.9632 0.5044 0.9279  0.435

Results
Kohn-Sham gap (alpha / beta) ... 4.6 / 5.5 eV
Charge ... +2
Energy ... -3653.6614 a.u.
HOMO level (alpha / beta) ... -13.21 / -13.40 eV

=====

(3)
ORCA calculation (the ωB97M-V functional and the def2-TZVPD basis) on a structure of composition C31H38CeN10PSSb.

Each line ends with the Mulliken charge.
Positions of all 83 atoms, in Å:
Ce 0.1786 0.0638 -0.2553  -0.099
C -2.2656 2.6513 -0.7005  -0.937
C -2.2021 1.9523 -2.0265  0.953
C -3.1894 2.1663 -2.9758  -1.028
C -3.0926 1.5454 -4.2063  -0.754
C -1.9945 0.7343 -4.4504  -0.871
C -1.0511 0.5381 -3.4518  0.167
N -1.1552 1.1326 -2.2461  0.395
Sb 0.6304 -0.7012 -4.0682  1.146
C 2.1867 0.4395 -3.0906  0.130
C 3.2531 0.6837 -3.9370  -0.775
C 4.3135 1.4666 -3.4973  -0.724
C 4.2446 1.9987 -2.2305  -0.852
C 3.1444 1.7277 -1.4242  0.720
C 3.0874 2.3476 -0.0603  -0.769
N 2.1286 0.9398 -1.8330  0.239
C 0.4273 -2.3301 -2.6397  0.143
C 0.2921 -3.5653 -3.2480  -0.857
C 0.2443 -4.7110 -2.4622  -0.741
C 0.3449 -4.5765 -1.0932  -0.814
C 0.4778 -3.3130 -0.5323  1.081
C 0.5939 -3.1516 0.9521  -1.306
N 0.5103 -2.1979 -1.2972  0.496
H -2.9060 3.5298 -0.7609  0.729
H -2.6717 1.9954 0.0747  0.163
H -1.2662 2.9748 -0.4082  -0.271
H -4.0130 2.8309 -2.7531  0.550
H -3.8427 1.7078 -4.9693  0.489
H -1.8663 0.2636 -5.4167  0.526
H 3.2591 0.2687 -4.9366  0.528
H 5.1596 1.6675 -4.1409  0.451
H 5.0322 2.6364 -1.8522  0.530
H 3.4286 3.3819 -0.1038  0.637
H 2.0761 2.3218 0.3439  -0.668
H 3.7351 1.8115 0.6353  0.392
H 0.2377 -3.6385 -4.3265  0.502
H 0.1395 -5.6881 -2.9154  0.470
H 0.3250 -5.4438 -0.4483  0.512
H 0.4580 -4.1058 1.4559  0.533
H 1.5770 -2.7664 1.2178  0.272
H -0.1694 -2.4687 1.3396  0.174
N 1.1899 -0.0830 4.5437  -0.371
C 0.6977 -0.0975 3.2914  0.697
S 1.8750 -0.1254 2.0088  -0.478
N -0.6110 0.0453 3.2040  -1.556
N -1.1319 -0.1155 1.9473  1.360
C -2.4121 -0.2030 1.9184  -0.776
C -3.1104 -0.5728 0.6853  0.683
C -4.4923 -0.6761 0.6652  -1.077
C -5.1144 -1.1443 -0.4838  -0.535
C -4.3294 -1.5022 -1.5677  -1.154
C -2.9560 -1.3460 -1.4714  -0.012
N -2.3468 -0.8767 -0.3819  0.597
H 2.1690 -0.2620 4.6931  0.222
H 0.5547 -0.2338 5.3125  0.260
H -2.9795 -0.1158 2.8421  0.443
H -5.0659 -0.4213 1.5464  0.563
H -6.1906 -1.2462 -0.5241  0.492
H -4.7677 -1.9014 -2.4713  0.513
H -2.3154 -1.6156 -2.3030  0.386
C -0.9774 5.8226 3.0361  -0.800
N -1.2332 4.5640 3.8882  0.102
C -0.0405 4.4017 4.8530  -0.777
N 1.1765 4.3536 4.1302  0.193
C 1.3559 5.5622 3.3313  -0.938
N 0.2686 5.7279 2.3670  0.179
C 0.2889 4.7067 1.3215  -1.006
P 0.0864 2.9665 1.9862  1.779
C -1.4121 3.3490 3.0300  -1.743
C 1.3397 3.1261 3.3575  -1.185
H -0.9825 6.6630 3.7300  0.376
H -1.8100 5.9130 2.3391  0.382
H -2.0801 4.7089 4.4412  0.351
H -0.2112 3.4884 5.4217  0.377
H -0.0708 5.2667 5.5154  0.363
H 2.3052 5.5081 2.8019  0.392
H 1.3784 6.4289 3.9924  0.347
H 1.2344 4.7764 0.7814  0.457
H -0.5052 4.9199 0.6018  0.530
H -1.6122 2.4916 3.6765  0.536
H -2.2786 3.5147 2.3872  0.485
H 2.3401 3.0997 2.9233  0.370
H 1.2575 2.2650 4.0207  0.510

Results
Kohn-Sham gap (alpha / beta) ... 7.6 / 7.6 eV
Charge ... +3
Energy relative to the best compared isomer or geometry (same formula, charge and spin) ... 0.000 eV
Energy ... -3205.8282 a.u.
<S²> ... 0.7507
Spin multiplicity ... 2
HOMO level (alpha / beta) ... -15.63 / -15.63 eV